[1]
ORCA calculation (ωB97M-V/def2-TZVPD) on a single C3H6F3N molecule.

XYZ file:
```
13
Properties=species:S:1:pos:R:3:forces:R:3:mulliken_charge:R:1
C 0.76134 1.28797 -0.09668 -0.7 -2.1 0.9 -1.42
C -0.16369 0.06339 0.09417 0.0 0.9 2.0 1.32
C 0.59181 -1.21552 0.13670 0.4 -1.7 -3.0 -1.36
F -0.61166 0.19719 1.41746 -0.4 0.1 0.1 -0.34
N -1.43691 -0.05320 -0.75547 0.9 -0.3 0.6 0.00
F -2.07595 -1.14699 -0.14665 0.1 0.0 -0.5 -0.21
F -2.29752 0.94427 -0.36143 0.4 0.6 -0.1 -0.17
H 0.19189 2.13956 0.12726 -0.4 1.4 0.3 0.39
H 1.70487 1.17655 0.48185 -1.0 0.0 0.0 0.32
H 1.03951 1.24319 -1.08061 0.8 0.5 -2.7 0.43
H -0.13173 -2.05432 0.17153 0.7 0.4 1.3 0.37
H 1.04837 -1.51384 -0.88323 -0.2 1.1 1.4 0.30
H 1.37968 -1.06824 0.89510 -0.6 -0.8 -0.3 0.35
```
Positions in Å, forces in eV/Å.

Summary:
HOMO energy: -11.199 eV
Kohn-Sham gap: 0.446 Eh
ΔE to the lowest compared entry with this formula, charge and spin: 106.1 kcal per mole
Charge: 0
SMILES: CC(C)(F)N(F)F
E: -472.110392 Ha
E_LUMO: 0.94 eV
M: 113.08 g/mol



[2]
ORCA calculation (ωB97M-V/def2-TZVPD) on 2 unconnected molecules or ions with the total composition C3H6F3N.

XYZ file:
```
13
Properties=species:S:1:pos:R:3:forces:R:3:mulliken_charge:R:1
C 0.15234 0.30173 1.52622 1.5 -3.0 0.1 -1.09
C 1.07404 -0.08824 2.76934 -1.9 1.8 -1.9 0.95
F 2.30588 -0.26389 2.31463 0.8 -0.4 0.3 -0.27
F 1.07721 0.92107 3.66388 0.4 0.5 0.0 -0.29
F 0.68075 -1.12952 3.47363 -0.1 -1.2 -0.1 -0.27
H -0.40589 1.12235 1.73927 -1.6 2.4 1.1 0.42
H -0.56803 -0.49967 1.22850 1.0 0.4 0.3 0.23
H 0.76577 0.58768 0.66691 0.1 -0.5 0.2 0.32
C -1.37876 0.49559 -2.20959 1.8 -1.0 0.2 -0.29
N -1.26824 -0.38117 -1.33655 -0.3 -2.1 2.3 -0.45
H -0.45971 0.59131 -2.77211 0.0 0.6 -0.6 0.25
H -2.20094 1.08115 -2.40840 -2.0 1.4 -0.5 0.28
H -2.04290 -0.66205 -0.67195 0.5 1.1 -1.4 0.22
```
Positions in Å, forces in eV/Å.

Summary:
HOMO energy: -10.015 eV
Kohn-Sham gap: 0.401 Eh
ΔE to the lowest compared entry with this formula, charge and spin: 33.5 kcal per mole
Charge: 0
SMILES: CC(F)(F)F.C=N
E: -472.226079 Ha
E_LUMO: 0.90 eV
M: 113.08 g/mol